Entry 1:
{"formula": "C19H25NO5S", "method": "wB97M-V/def2-TZVPD", "homo_energy_ha": -0.329, "smiles": "COC(=O)CCCC[C@@H]1SC[C@H](NC(=O)c2ccccc2)[C@H]1OC(C)=O", "e_tot_ev": -42673.6282, "total_charge": 0, "fmax_ev_per_a": 0.66, "gap_ev": 9.519, "spin_multiplicity": 1, "symbols": ["C", "O", "C", "O", "C", "C", "C", "C", "C", "S", "C", "C", "N", "C", "O", "C", "C", "C", "C", "C", "C", "C", "O", "C", "C", "O", "H", "H", "H", "H", "H", "H", "H", "H", "H", "H", "H", "H", "H", "H", "H", "H", "H", "H", "H", "H", "H", "H", "H", "H", "H"], "coordinates": [[-1.844348, -0.800760, -1.923754], [-0.745742, 0.097182, -1.766963], [-0.765095, 1.200942, -2.520672], [-1.616801, 1.448862, -3.331314], [0.415270, 2.095955, -2.209372], [-0.007726, 3.220904, -1.253213], [-0.576243, 2.724315, 0.076964], [0.466800, 1.997572, 0.925803], [-0.149977, 1.335202, 2.153768], [1.169162, 0.903280, 3.369428], [0.594051, -0.813626, 3.558964], [0.002202, -1.160754, 2.207176], [1.045810, -1.343351, 1.231333], [0.846615, -2.073009, 0.105528], [-0.156218, -2.747225, -0.046512], [1.927645, -2.015024, -0.916581], [1.955084, -3.032112, -1.868078], [2.901710, -3.031466, -2.874085], [3.827406, -2.003833, -2.949917], [3.799261, -0.980104, -2.017387], [2.857871, -0.982838, -1.003666], [-0.891263, 0.033831, 1.821020], [-2.107837, -0.060939, 2.557246], [-3.244766, 0.248644, 1.916291], [-4.434704, 0.039203, 2.809322], [-3.287457, 0.627580, 0.776941], [-2.726699, -0.388244, -1.429949], [-1.543422, -1.734786, -1.454229], [-2.059460, -0.945646, -2.983029], [0.757813, 2.541040, -3.144288], [1.217583, 1.494303, -1.785104], [-0.769999, 3.821168, -1.753052], [0.857078, 3.860978, -1.063400], [-1.426952, 2.069195, -0.114274], [-0.950547, 3.584147, 0.637953], [1.227993, 2.709455, 1.254121], [0.954527, 1.227790, 0.328086], [-0.828498, 2.029490, 2.656446], [-0.164352, -0.851434, 4.340078], [1.442089, -1.439264, 3.826841], [-0.599068, -2.075878, 2.235810], [1.867242, -0.769539, 1.342560], [1.217202, -3.817039, -1.797383], [2.915842, -3.828337, -3.602480], [4.566327, -1.995536, -3.737288], [4.513446, -0.172195, -2.081457], [2.854262, -0.161440, -0.300698], [-1.125207, -0.006536, 0.751536], [-5.216282, 0.746950, 2.549122], [-4.148640, 0.141172, 3.851366], [-4.812989, -0.968246, 2.644442]], "forces_ev_per_a": [[-0.455, -0.231, -0.182], [0.289, -0.098, 0.276], [0.387, 0.225, -0.139], [-0.171, 0.045, -0.021], [-0.158, 0.064, -0.008], [-0.108, -0.107, 0.082], [0.263, 0.024, -0.083], [-0.306, 0.144, 0.035], [0.214, 0.021, 0.227], [-0.014, -0.029, -0.060], [0.006, 0.305, 0.109], [-0.520, -0.140, 0.137], [0.183, 0.204, 0.089], [0.088, 0.155, 0.293], [-0.177, -0.181, -0.072], [0.167, -0.095, -0.413], [-0.100, 0.038, 0.172], [0.029, -0.011, -0.030], [0.022, 0.031, -0.021], [0.111, 0.063, -0.034], [-0.106, -0.103, 0.090], [0.231, -0.122, -0.603], [0.203, -0.213, 0.456], [-0.314, 0.070, 0.015], [0.068, 0.077, -0.062], [-0.052, 0.060, -0.088], [0.071, -0.031, -0.061], [-0.029, 0.123, -0.043], [0.018, -0.006, 0.074], [-0.010, -0.098, 0.006], [0.045, 0.004, -0.032], [0.068, 0.072, -0.033], [-0.007, 0.066, -0.050], [-0.097, -0.008, 0.061], [-0.078, -0.020, 0.032], [0.078, -0.015, -0.075], [0.123, -0.033, 0.011], [-0.050, -0.081, -0.136], [0.016, -0.137, -0.054], [-0.032, -0.083, 0.017], [0.082, 0.168, 0.012], [0.005, -0.070, -0.069], [-0.064, -0.044, 0.001], [-0.002, -0.067, -0.052], [0.059, 0.003, -0.065], [0.047, 0.060, -0.003], [-0.030, 0.078, 0.066], [0.069, 0.000, 0.192], [-0.001, 0.007, -0.030], [-0.042, -0.017, 0.062], [-0.020, -0.069, 0.006]]}

Entry 2:
{"formula": "C2H3FS2", "method": "wB97M-V/def2-TZVPD", "homo_energy_ha": -0.321, "smiles": "FC=S.C=S", "e_tot_ev": -26507.8725, "total_charge": 0, "fmax_ev_per_a": 3.11, "gap_ev": 8.327, "spin_multiplicity": 1, "symbols": ["F", "C", "S", "H", "C", "S", "H", "H"], "coordinates": [[2.803295, -0.888316, -0.021045], [1.597151, -0.460167, 0.070032], [1.047043, 1.039733, -0.156164], [1.076618, -1.399570, 0.379525], [-1.574059, 0.529552, -0.059005], [-1.629286, -1.086855, -0.086665], [-2.023806, 1.063296, 0.682378], [-1.296957, 1.202329, -0.809056]], "forces_ev_per_a": [[2.505, 0.308, -0.588], [-2.217, -0.289, 0.689], [1.668, -0.745, 0.279], [-0.886, 1.185, -0.200], [-0.308, -2.266, -0.963], [-0.127, 0.304, -0.186], [-1.054, 1.229, 2.651], [0.419, 0.274, -1.682]]}

Entry 3:
{"formula": "C2H3ClN2O3", "method": "wB97M-V/def2-TZVPD", "homo_energy_ha": -0.398, "smiles": "NC(=O)[C@H](Cl)[N+](=O)[O-]", "e_tot_ev": -23764.3633, "total_charge": 0, "fmax_ev_per_a": 4.15, "gap_ev": 10.378, "spin_multiplicity": 1, "symbols": ["N", "C", "O", "C", "Cl", "N", "O", "O", "H", "H", "H"], "coordinates": [[0.437844, 0.530896, 0.446108], [-0.130910, -0.502623, 1.086915], [-0.060465, -0.737426, 2.219903], [-1.117799, -1.342930, 0.098783], [-2.148007, -2.440899, 1.088027], [-0.263421, -2.052840, -0.856913], [0.430953, -1.402267, -1.629503], [-0.237338, -3.258823, -0.766704], [0.163879, 0.713402, -0.514174], [0.973859, 1.257936, 0.999164], [-1.866991, -0.451513, -0.182069]], "forces_ev_per_a": [[0.838, 1.738, 0.129], [-1.041, 0.269, -3.211], [0.400, -0.994, 3.629], [-1.966, 2.638, 2.533], [0.804, 0.669, -0.820], [0.368, -1.016, -1.270], [-0.750, 0.212, 0.486], [0.040, 0.320, -0.089], [0.499, 0.057, 0.368], [-1.057, -1.498, -1.076], [1.866, -2.394, -0.679]]}